Entry 1:
Below is a structure of composition CH4NO4PS at a distorted geometry, with properties calculated with ωB97M-V/def2-TZVPD.

Each line ends with the Löwdin charge.
Element x y z (Å)
1 O 2.014 -0.640 0.913  -0.251
2 H 1.362 -0.938 0.261  -0.023
3 O 0.554 1.513 1.145  -0.452
4 O 2.888 1.711 0.766  -0.451
5 O 1.514 0.708 -1.208  -0.418
6 H -2.402 -0.152 -1.410  0.003
7 S -1.546 -0.384 1.114  0.534
8 H -2.272 -1.922 -0.790  -0.054
9 C -1.774 -0.960 -0.891  -0.362
10 N -1.313 1.087 1.210  -0.539
11 H -0.753 -0.910 -1.376  -0.011
12 P 1.727 0.887 0.265  0.024

Atomic forces in eV per Å
O -0.995 0.437 -1.141
H -0.049 -1.779 0.240
O -1.331 -0.859 -0.579
O 0.739 -0.100 -0.707
O -0.610 -0.590 -0.187
H 0.585 -1.229 0.872
S -0.473 -2.855 -1.893
H 0.082 -0.216 -0.436
C 0.531 2.125 0.477
N 1.204 2.736 0.091
H -1.095 -0.471 0.633
P 1.412 2.800 2.629

## Properties
Molar mass   157.09 g mol⁻¹
Multiplicity   1
HOMO level (alpha / beta)   0.3 / 0.3 eV
Largest force on an atom   0.0796 Eh/bohr
Charge   -2
Calculated total energy   -30904.80604 eV
ΔE to the lowest compared entry with this formula, charge and spin   0.349 eV

---

Entry 2:
Below is a structure of composition C10H8F6NO7RhS3, with properties calculated with ωB97M-V/def2-TZVPD.

Each line ends with the Löwdin charge.
Element x y z (Å)
1 C 0.978 -1.176 0.015  -0.206
2 F -5.153 -1.307 1.524  0.113
3 S -2.600 -0.714 1.751  0.538
4 H 5.855 0.610 -1.236  0.081
5 C -4.350 -0.630 2.360  -0.666
6 C 0.449 -1.481 -3.875  -0.176
7 Rh -0.590 -0.601 -0.332  0.662
8 H 0.901 -1.790 -2.934  0.034
9 C 4.871 0.239 -0.973  -0.134
10 H 3.344 -1.928 1.142  0.098
11 O -1.864 -1.375 -2.710  -0.407
12 F -4.486 -1.179 3.578  0.109
13 O -1.557 -0.110 -4.784  -0.396
14 H 1.583 0.601 -1.795  0.081
15 H 3.859 1.465 -2.415  0.092
16 O -2.346 -2.114 1.802  -0.295
17 C -2.258 2.754 2.881  -0.667
18 F -2.811 2.914 1.680  0.130
19 C 2.337 -0.714 -0.296  -0.326
20 N -1.894 0.063 2.912  -0.300
21 H 5.612 -1.080 0.546  0.083
22 F -1.639 3.905 3.205  0.102
23 H 0.126 -2.350 -4.445  0.047
24 O -0.444 1.517 4.217  -0.306
25 C 2.486 0.249 -1.303  -0.053
26 S -1.028 1.361 2.913  0.546
27 F -3.244 2.573 3.774  0.106
28 C 3.472 -1.187 0.360  -0.077
29 C 4.732 -0.714 0.027  -0.125
30 S -0.997 -0.496 -3.495  0.342
31 C 3.745 0.719 -1.636  -0.100
32 F -4.808 0.627 2.428  0.113
33 O -2.731 0.004 0.496  -0.368
34 O -0.218 1.597 1.763  -0.298
35 O -0.475 0.622 -2.685  -0.426
36 H 1.141 -0.877 -4.459  0.050

Atomic forces in eV per Å
C -0.373 0.371 -0.145
F 0.029 0.018 0.033
S -0.499 0.382 0.257
H 0.001 0.002 0.000
C 0.037 -0.017 -0.025
C -0.080 0.039 0.028
Rh 0.439 -0.773 -0.365
H -0.005 0.009 0.030
C 0.065 0.018 -0.014
H 0.018 -0.001 0.003
O 0.066 0.162 -0.021
F 0.020 0.035 -0.046
O 0.162 0.160 0.017
H 0.085 0.024 -0.040
H -0.031 0.005 -0.006
O -0.026 -0.270 -0.021
C 0.048 0.005 0.034
F -0.032 -0.046 0.023
C 0.352 0.122 -0.074
N -0.070 -0.155 0.166
H -0.019 -0.020 0.017
F -0.014 -0.043 -0.063
H -0.014 -0.005 -0.021
O -0.047 -0.051 0.000
C -0.046 -0.042 0.063
S -0.028 0.246 0.353
F 0.051 0.002 0.001
C -0.055 -0.077 0.071
C 0.061 0.033 -0.028
S -0.100 -0.207 0.254
C 0.062 0.012 -0.016
F 0.029 -0.034 0.002
O 0.096 0.089 -0.124
O 0.024 0.094 -0.273
O -0.212 -0.106 -0.072
H 0.005 0.019 0.000

## Properties
Molar mass   567.27 g mol⁻¹
Multiplicity   1
HOMO level   -0.8 eV
Largest force on an atom   0.0187 Eh/bohr
Charge   -2
Calculated total energy   -78139.03592 eV
ΔE to the lowest compared entry with this formula, charge and spin   1.432 eV

---

Entry 3:
Below is a cluster of 2 separate species, C4H11NO2 in total, with properties calculated with ωB97M-V/def2-TZVPD.

Each line ends with the Löwdin charge.
Element x y z (Å)
1 H -0.362 1.387 1.979  0.126
2 H -0.491 -0.799 -1.693  0.094
3 H 3.136 -0.621 -1.014  0.070
4 C -2.050 0.059 1.553  -0.253
5 H -0.144 0.756 -2.064  0.092
6 C 1.090 -0.042 -0.645  -0.328
7 C 2.203 -0.541 -1.564  -0.101
8 C -0.779 0.407 2.284  -0.270
9 H -1.563 0.665 -0.232  0.023
10 H 1.955 -1.522 -1.966  0.070
11 H -2.053 -1.017 1.320  0.128
12 H 0.967 -0.731 0.195  0.105
13 N -0.209 0.094 -1.296  -0.016
14 H -2.883 0.246 2.243  0.131
15 H 2.349 0.147 -2.396  0.069
16 O -2.275 0.847 0.423  -0.100
17 O -0.247 -0.275 3.115  0.051
18 H 1.357 0.939 -0.242  0.111

Atomic forces in eV per Å
H 0.099 0.109 0.035
H -0.012 0.099 -0.051
H 0.158 -0.034 0.014
C -0.393 -0.301 -0.029
H -0.042 -0.102 -0.012
C 0.287 -0.091 -0.060
C -0.234 0.114 0.222
C -0.008 0.236 -0.179
H -0.086 -0.106 0.085
H 0.012 -0.079 -0.050
H 0.049 0.072 0.149
H 0.067 0.123 0.024
N -0.148 0.009 -0.207
H 0.110 -0.116 0.019
H 0.037 0.032 -0.079
O 0.058 0.317 -0.103
O 0.053 -0.182 0.122
H -0.005 -0.102 0.099

## Properties
Molar mass   105.14 g mol⁻¹
Multiplicity   1
HOMO level   -9.5 eV
Largest force on an atom   0.0096 Eh/bohr
SMILES   O=CCO.CCN
Calculated total energy   -9910.86957 eV
ΔE to the lowest compared entry with this formula, charge and spin   1.372 eV

---

Entry 4:
Below is a cluster of 2 separate species, C5H11NO in total, with properties calculated with ωB97M-V/def2-TZVPD.

Each line ends with the Löwdin charge.
Element x y z (Å)
1 H -1.849 -2.811 -0.768  0.070
2 H 1.897 2.612 -0.178  0.109
3 H -1.513 -1.567 -1.976  0.072
4 H -0.192 -2.587 -1.361  0.077
5 H -2.479 0.759 -0.341  0.022
6 H 0.935 -1.454 1.289  0.104
7 H 2.835 0.567 0.562  0.084
8 C 1.406 1.858 0.455  -0.261
9 C -1.119 -2.060 -1.081  -0.060
10 C -0.898 -1.071 0.007  -0.284
11 H -2.475 1.474 -0.566  0.043
12 H 0.302 1.297 -1.445  0.104
13 C 0.516 1.022 -0.417  -0.092
14 O 2.360 1.116 1.199  -0.079
15 N -0.094 -0.026 0.062  -0.095
16 H -0.443 -0.590 2.144  0.103
17 H 0.841 2.403 1.218  0.115
18 C -0.030 -0.941 1.197  -0.030

Atomic forces in eV per Å
H 0.104 0.098 -0.063
H -0.111 -0.113 0.070
H 0.056 -0.063 0.146
H -0.056 0.101 0.051
H -0.038 0.114 -0.026
H -0.121 0.032 -0.046
H 0.031 -0.001 0.142
C -0.219 0.322 -0.034
C -0.085 -0.002 -0.018
C 0.181 0.064 -0.165
H -0.033 -0.033 0.001
H 0.036 -0.058 0.136
C 0.082 -0.126 -0.101
O 0.213 -0.220 -0.158
N -0.184 0.024 -0.039
H 0.060 -0.056 -0.166
H -0.037 -0.031 -0.079
C 0.120 -0.051 0.348

## Properties
Molar mass   101.15 g mol⁻¹
Multiplicity   1
HOMO level   -7.1 eV
Largest force on an atom   0.0076 Eh/bohr
Calculated total energy   -8896.23367 eV
ΔE to the lowest compared entry with this formula, charge and spin   5.464 eV